Below is a 3-piece molecular cluster, C3H11O3S overall at a distorted geometry, with properties calculated with the ωB97M-V functional and the def2-TZVPD basis.

The geometry in XYZ format:
```
18
Properties=species:S:1:pos:R:3:forces:R:3:lowdin_charge:R:1
C -0.231 -0.316 0.863 3.92 -0.15 -1.94 -0.440
O -0.148 0.925 0.396 -0.14 2.66 -0.97 -0.303
C 0.447 -1.239 -0.177 3.05 -2.21 0.11 -0.256
C 0.100 -1.209 -1.709 -0.34 1.05 0.56 -0.496
S 1.614 -0.935 -2.855 -1.30 -2.17 -0.27 0.588
H -1.190 -0.555 0.896 -4.76 -1.77 1.09 0.040
H 0.348 -0.501 1.779 -0.32 -0.12 0.49 0.105
H 1.561 -0.930 -0.039 -1.72 -0.54 -0.57 0.106
H 0.475 -2.390 0.117 -0.26 2.08 -0.24 0.115
H -0.605 -0.402 -1.996 0.48 -0.29 0.56 0.058
H -0.440 -2.162 -1.960 1.11 0.75 -0.36 0.064
H 2.173 0.191 -2.509 -0.20 0.97 0.89 -0.205
H -2.766 0.752 0.753 -0.44 -1.21 0.72 -0.054
H -1.538 1.610 0.382 -1.74 -0.92 -0.57 0.055
O -2.624 1.539 0.269 1.88 1.76 -0.32 -0.186
H 0.785 1.715 2.640 -1.60 -0.98 2.36 -0.050
H 0.717 1.872 1.177 0.34 -0.75 0.13 -0.017
O 1.320 2.035 1.974 2.04 1.84 -1.65 -0.124
```
Forces are in eV/Å.

Computed properties:
E ... -20266.599 eV
Charge ... -1
Highest occupied orbital energy ... -4.351 eV
Energy above the lowest of the compared OMol25 structures with the same formula, charge and spin ... 1.602 eV

Below is a 2-piece molecular cluster, C3H7NO2 overall at a distorted geometry, with properties calculated with the ωB97M-V functional and the def2-TZVPD basis.

The geometry in XYZ format:
```
13
Properties=species:S:1:pos:R:3:forces:R:3:lowdin_charge:R:1
C -0.660 2.103 2.223 -1.19 0.92 -2.98 -0.045
C -0.654 1.277 1.075 -0.78 2.83 1.83 -0.290
N 0.024 1.298 -0.186 2.72 1.87 2.20 0.007
H -1.479 1.877 2.980 1.44 0.14 -1.02 0.046
H -0.427 3.277 2.114 0.38 -3.07 0.53 0.086
H -1.501 0.601 1.023 0.41 -0.72 0.26 0.088
H -0.621 1.371 -0.918 -1.02 -0.17 -1.36 0.063
H 0.834 2.010 -0.356 -2.14 -1.73 0.85 0.148
O 1.334 -1.163 -1.599 -2.19 -4.22 1.17 -0.012
C 0.568 -2.047 -1.110 2.04 4.92 -0.44 -0.316
O -0.473 -1.631 -0.358 1.50 1.11 0.99 0.000
H 0.677 -3.114 -1.025 0.25 -0.64 -0.86 0.126
H -0.066 -0.750 0.010 -1.43 -1.24 -1.18 0.100
```
Forces are in eV/Å.

Computed properties:
E ... -8807.255 eV
Structure (SMILES) ... C=CN.O=CO
Highest occupied orbital energy ... -8.794 eV
Energy above the lowest of the compared OMol25 structures with the same formula, charge and spin ... 3.274 eV